{"formula": "C40H114N6O14", "method": "ωB97M-V with the def2-TZVPD basis set", "symbols": ["C", "C", "C", "O", "C", "N", "H", "H", "H", "H", "H", "H", "H", "H", "H", "H", "H", "C", "C", "C", "O", "C", "N", "H", "H", "H", "H", "H", "H", "H", "H", "H", "H", "H", "C", "C", "C", "O", "C", "N", "H", "H", "H", "H", "H", "H", "H", "H", "H", "H", "H", "C", "C", "C", "O", "C", "N", "H", "H", "H", "H", "H", "H", "H", "H", "H", "H", "H", "C", "C", "C", "O", "C", "N", "H", "H", "H", "H", "H", "H", "H", "H", "H", "H", "H", "C", "C", "C", "O", "C", "N", "H", "H", "H", "H", "H", "H", "H", "H", "H", "H", "H", "C", "C", "O", "H", "H", "H", "H", "H", "H", "C", "C", "O", "H", "H", "H", "H", "H", "H", "C", "C", "O", "H", "H", "H", "H", "H", "H", "C", "C", "O", "H", "H", "H", "H", "H", "H", "C", "C", "O", "H", "H", "H", "H", "H", "H", "C", "C", "O", "H", "H", "H", "H", "H", "H", "C", "C", "O", "H", "H", "H", "H", "H", "H", "C", "C", "O", "H", "H", "H", "H", "H", "H"], "coordinates": [[1.986950, -6.035853, 1.402909], [0.928439, -6.609793, 0.433640], [-0.109429, -5.507709, 0.144842], [-0.645127, -5.122328, 1.431663], [-1.828380, -4.335066, 1.256493], [1.486391, -7.145181, -0.766721], [2.642289, -6.768290, 1.849813], [1.464827, -5.540611, 2.212138], [2.614879, -5.234965, 0.994250], [0.438567, -7.392132, 0.995750], [-0.974513, -5.889664, -0.413637], [0.283740, -4.652454, -0.409489], [-1.820766, -3.545648, 0.495166], [-2.123765, -3.901143, 2.169025], [-2.646478, -4.962824, 0.996927], [0.750592, -7.312877, -1.422511], [2.104716, -6.452617, -1.193526], [-2.391817, 0.443374, -4.510897], [-2.402676, 0.063698, -5.959268], [-3.816290, 0.185879, -6.508718], [-3.710217, -0.142814, -7.886891], [-4.987652, -0.121490, -8.515578], [-1.421186, 0.801999, -6.706072], [-2.990417, -0.227562, -3.926953], [-2.731952, 1.477910, -4.348223], [-1.369711, 0.415802, -4.168444], [-2.245665, -1.017402, -6.068006], [-4.208237, 1.228307, -6.470194], [-4.601450, -0.430082, -6.005424], [-4.936512, -0.421873, -9.539736], [-5.339507, 0.919312, -8.518952], [-5.696557, -0.748823, -7.948020], [-1.437463, 0.680512, -7.709963], [-1.667974, 1.793204, -6.546994], [1.735452, 6.532974, 4.384316], [0.345958, 7.098132, 4.128187], [-0.787554, 6.101265, 4.531674], [-0.719602, 4.839798, 3.889908], [-0.982872, 4.977861, 2.488070], [0.089878, 8.422357, 4.732051], [2.478460, 6.923497, 3.716901], [1.673678, 5.463255, 4.211881], [2.080519, 6.674089, 5.384200], [0.224651, 7.274086, 3.051112], [-1.680301, 6.599723, 4.148285], [-0.759893, 5.891910, 5.600680], [-0.830600, 4.021947, 1.968467], [-0.278515, 5.742596, 2.039983], [-2.030512, 5.242261, 2.325366], [-0.074232, 8.367588, 5.725781], [-0.674557, 8.949155, 4.301353], [0.151093, -1.881988, -2.267682], [1.364199, -1.435592, -1.480804], [1.040486, -0.136008, -0.761390], [0.009022, -0.329230, 0.211232], [-0.109577, 0.810772, 1.002874], [1.835035, -2.460624, -0.553711], [0.384378, -2.723521, -2.943962], [-0.336763, -1.049283, -2.827212], [-0.663119, -2.204624, -1.608028], [2.130644, -1.161853, -2.242035], [0.721602, 0.637717, -1.438777], [1.929060, 0.229760, -0.233569], [-0.485315, 1.666585, 0.416814], [0.853951, 1.164927, 1.397181], [-0.778194, 0.544560, 1.828305], [2.585602, -2.085477, 0.015929], [1.164930, -2.945495, 0.005769], [2.013371, -1.813785, 3.018311], [3.409720, -2.352256, 3.029106], [4.213147, -1.134132, 2.602613], [3.912626, -0.706683, 1.294845], [4.867038, 0.339983, 1.054098], [3.855254, -2.787797, 4.322358], [1.307452, -2.487086, 3.457988], [1.714867, -1.611548, 1.995298], [1.938629, -0.840497, 3.531696], [3.536794, -3.170405, 2.289101], [5.284146, -1.349644, 2.668819], [4.041151, -0.253835, 3.300157], [5.856884, -0.064454, 1.085649], [4.748845, 1.155512, 1.780404], [4.627943, 0.783390, 0.075820], [3.647136, -2.075964, 5.020859], [3.329553, -3.583277, 4.618273], [0.235498, 2.974866, -3.269612], [0.029416, 3.978834, -2.111876], [1.376049, 4.495799, -1.699486], [2.207825, 3.495746, -1.248755], [3.571873, 3.898661, -1.079273], [-0.691231, 5.137271, -2.515486], [0.510306, 3.491380, -4.212567], [-0.700391, 2.497875, -3.512431], [0.958479, 2.219100, -3.040514], [-0.358485, 3.357136, -1.255321], [1.325451, 5.293907, -0.903732], [1.816498, 5.041411, -2.578368], [3.670020, 4.380948, -0.099668], [3.846150, 4.604297, -1.880415], [4.235459, 3.029591, -1.115803], [-1.681148, 4.960681, -2.652238], [-0.679465, 5.825255, -1.785722], [-1.904603, -4.797153, -3.465569], [-2.241429, -6.174188, -3.848216], [-1.055365, -6.966397, -4.058472], [-1.246898, -4.402151, -4.248297], [-1.283491, -4.828136, -2.567982], [-2.792028, -4.169959, -3.301224], [-2.877239, -6.141206, -4.767607], [-2.809922, -6.694750, -3.059794], [-1.296552, -7.550486, -4.774560], [-3.167200, -0.686259, -0.653746], [-3.285486, -1.109716, 0.783370], [-4.183436, -2.220540, 0.903860], [-4.105890, -0.235267, -0.988009], [-2.958645, -1.569580, -1.280415], [-2.357791, 0.036713, -0.723118], [-3.741511, -0.281524, 1.329758], [-2.305913, -1.304785, 1.230081], [-4.126462, -2.568150, 1.807348], [3.377147, -4.782939, -3.021574], [4.437314, -4.171712, -2.155500], [5.662423, -4.191298, -2.900713], [2.311017, -4.591775, -2.786827], [3.537440, -5.875578, -2.940621], [3.526037, -4.498050, -4.075562], [4.592537, -4.858359, -1.333852], [4.236924, -3.202618, -1.737422], [5.660450, -3.424082, -3.471516], [-3.712565, 3.481474, 0.093616], [-4.251417, 3.687946, -1.357445], [-3.551485, 2.864572, -2.306341], [-2.692547, 3.775896, 0.277346], [-3.757972, 2.438014, 0.421111], [-4.238311, 4.059633, 0.842068], [-4.190427, 4.707727, -1.748768], [-5.326384, 3.382232, -1.406287], [-2.908675, 2.287865, -1.895209], [0.496554, 2.735080, 5.896543], [0.888008, 2.232051, 4.502178], [1.946624, 1.228944, 4.790301], [0.304617, 1.941229, 6.600780], [-0.437266, 3.268977, 5.972231], [1.266814, 3.362240, 6.323090], [1.237219, 3.004373, 3.818365], [0.055536, 1.706253, 3.996571], [2.693279, 1.718631, 5.119133], [4.789920, -0.418055, -2.906672], [4.172044, -1.212801, -4.058732], [5.156478, -1.887918, -4.730659], [5.357411, 0.443828, -3.272445], [5.471162, -1.058941, -2.393094], [4.053103, -0.027282, -2.160162], [3.625790, -0.511441, -4.725093], [3.358623, -1.885630, -3.680846], [4.850129, -2.099393, -5.629528], [-3.789191, 1.634619, 5.268897], [-3.077939, 2.759276, 4.606337], [-3.703189, 3.134032, 3.412558], [-3.609986, 0.648433, 4.820624], [-4.873674, 1.791027, 5.234496], [-3.632031, 1.418230, 6.328869], [-2.035774, 2.549913, 4.334417], [-3.006362, 3.638447, 5.267684], [-4.644409, 3.151922, 3.423679], [-1.236978, -0.735365, 5.306108], [-1.861382, -1.741876, 4.377594], [-1.500068, -3.055305, 4.732837], [-1.602908, -0.860137, 6.308450], [-1.274789, 0.307759, 4.948421], [-0.165602, -0.836901, 5.243779], [-1.436980, -1.521306, 3.391993], [-2.947519, -1.625033, 4.372342], [-2.040389, -3.607476, 4.173328]], "forces_ev_per_a": [[-0.20, 0.50, -0.17], [0.32, 1.49, 0.81], [-0.82, -0.68, 1.35], [-0.43, 1.30, -0.85], [0.67, -0.61, -0.70], [1.05, 0.11, -0.35], [0.13, -0.46, -0.14], [-0.22, -0.08, 0.29], [-0.06, -0.22, -0.51], [-0.41, -0.33, 0.01], [0.27, -0.28, -0.33], [0.27, 0.01, 0.06], [0.67, -0.07, 0.04], [0.12, 0.68, 1.33], [-0.83, -0.86, -0.51], [-0.38, -0.28, -0.60], [-0.16, -0.26, 0.07], [0.50, 0.80, 0.05], [-1.34, -1.22, -0.38], [-0.67, 0.93, -0.88], [-0.71, -0.68, -0.37], [0.11, 0.74, 1.17], [0.20, 1.54, 0.47], [-0.38, -0.31, 0.40], [-0.15, -0.26, -0.12], [0.38, -0.17, 0.31], [0.63, 0.10, 0.13], [0.32, -0.19, 0.30], [0.75, 0.01, -0.14], [0.37, -0.49, -0.53], [-0.28, -0.10, 0.09], [0.10, 0.14, -0.32], [-0.37, -0.41, 0.06], [0.52, -0.47, -0.23], [-0.72, -0.31, -0.37], [-0.78, 0.37, 0.02], [0.70, 0.33, -1.02], [0.18, -0.09, -0.83], [0.79, 0.27, -0.11], [0.31, -0.10, -0.28], [0.34, 0.40, -0.34], [0.11, -0.29, -0.05], [0.09, 0.23, 0.86], [0.21, -0.07, 0.24], [-0.53, 0.04, 0.75], [-0.28, 0.24, 0.07], [0.16, 0.11, 0.43], [-0.92, -0.89, 0.23], [0.01, 0.28, 0.01], [-0.03, -0.03, 0.16], [0.37, -0.54, 0.17], [-0.98, -0.30, -0.41], [-0.61, 0.45, 0.12], [0.11, -0.22, 0.79], [0.58, -0.32, -0.45], [-0.14, 0.41, 0.24], [1.26, 0.25, -1.18], [-0.09, 0.43, 0.19], [0.75, -0.50, 0.11], [0.25, -0.19, 0.17], [-0.12, -0.40, 0.73], [-0.13, 0.45, -0.59], [0.12, -0.02, -0.02], [-0.31, -0.11, 0.13], [0.03, -0.33, 0.15], [0.00, 0.34, -0.08], [-0.12, -0.15, 0.13], [-0.61, 0.29, 0.22], [-1.07, 0.43, -0.35], [-0.21, 1.08, -0.72], [0.98, 0.07, 0.95], [0.79, 0.75, 0.09], [-1.71, 0.42, -0.97], [0.74, 0.28, 0.66], [-0.60, -0.56, 0.27], [-0.30, -0.03, -0.21], [0.18, -0.41, 0.10], [0.02, 0.39, 0.41], [0.14, -0.16, 0.00], [-0.07, -1.01, -0.37], [0.75, -0.10, -0.08], [0.09, -0.23, 0.14], [0.27, -0.32, 0.15], [0.09, 0.04, -0.17], [-0.30, -0.66, 0.09], [-0.72, 1.24, -0.66], [1.08, -1.84, 0.18], [0.93, 2.07, 0.10], [1.20, -1.27, 0.06], [-0.74, 0.23, -0.06], [-1.38, 0.38, -0.29], [0.16, -0.07, 0.62], [-0.43, -0.31, 0.06], [0.45, -0.32, 0.24], [-0.15, 0.71, -0.39], [-0.42, -0.44, -0.39], [-0.21, -0.50, 0.39], [0.18, 0.11, -0.12], [0.07, -0.18, 0.26], [-0.33, 0.03, -0.04], [0.04, -0.33, -0.30], [0.22, 0.43, 0.39], [1.05, 0.80, 0.29], [-1.09, -1.51, -0.37], [-0.40, 0.68, -0.15], [-0.32, 0.36, 0.06], [-0.16, 0.22, 0.17], [0.33, -0.16, -0.10], [0.46, -0.26, 0.52], [-0.15, 0.31, -0.20], [0.31, -0.41, -0.17], [-0.25, -0.57, -0.22], [-0.57, 0.33, 0.55], [0.37, -0.28, 0.11], [0.11, -0.05, -0.08], [0.09, 0.43, 0.09], [0.11, 0.00, -0.22], [0.19, 0.24, 0.27], [-0.02, -0.24, -0.15], [-0.06, 0.23, -0.38], [-1.04, -0.77, -0.66], [0.76, -0.61, -0.32], [0.10, -0.11, 0.75], [0.61, 0.14, 0.28], [-0.24, 0.41, -0.45], [-0.03, -0.07, 0.32], [0.17, 0.08, 0.48], [-0.30, 0.59, 0.00], [0.01, 0.33, -0.45], [-0.44, 0.09, -0.50], [0.04, -1.14, 0.64], [-0.20, 0.44, -0.33], [0.67, 0.22, -0.59], [-0.27, 0.00, -0.29], [-0.57, 0.14, -0.01], [0.10, 0.04, 0.44], [0.72, 0.28, 0.19], [0.03, -0.07, 0.43], [-0.62, 0.31, -0.27], [0.38, -1.25, 1.46], [-1.26, 0.43, -1.30], [0.42, -0.80, -0.04], [-0.28, 0.66, -0.58], [0.32, 0.23, 0.05], [0.12, 0.09, 0.17], [0.57, 0.07, 0.32], [0.45, 0.29, 0.22], [-0.70, 0.59, -0.03], [-2.53, 1.53, 1.02], [1.10, -0.95, -1.35], [-0.05, -0.16, -0.09], [0.55, -0.48, 0.57], [0.36, -0.46, -0.75], [0.33, -0.19, 0.15], [0.75, 0.14, -0.11], [0.24, 0.01, 0.57], [-1.02, -1.70, 0.63], [0.54, 0.84, 0.67], [1.19, 0.27, -1.52], [-0.02, 0.37, -0.38], [0.02, 0.15, -0.21], [0.60, 0.64, 0.04], [-0.28, -0.22, 0.08], [-0.12, -0.18, 0.04], [-1.02, -0.13, 0.60], [0.66, 0.41, -0.55], [0.37, 0.93, -0.54], [0.01, 0.05, 0.49], [0.00, 0.23, 0.54], [-0.95, -0.38, 0.17], [0.60, -0.66, 0.50], [-0.38, -0.03, -0.32], [-0.15, 0.00, -0.17], [0.02, -0.63, -0.06]], "energy_ev": -80927.83013, "fmax_ha_per_bohr": 0.0609, "e_lumo_ev": 0.3}